Record 1
Density functional theory data (the ωB97M-V functional and the def2-TZVPD basis) for C10H20Br10 as an isolated structure in a non-equilibrium geometry.

Properties
LUMO level = 0.0024 hartree
net charge = 0

Element x y z (Å)
Br 1.1425 -1.4610 3.2126
C 1.7127 0.0253 2.0286
C 2.5268 0.9722 2.8803
Br 2.9592 2.4760 1.7228
H 0.7852 0.4973 1.7044
H 2.2669 -0.2733 1.1388
H 3.4290 0.4368 3.1763
H 2.0203 1.3317 3.7761
Br 1.4750 -2.9138 -5.0403
C 0.4232 -2.1948 -3.5588
C 1.1505 -2.4216 -2.2534
Br 0.0932 -1.6414 -0.7189
H -0.5210 -2.7393 -3.5715
H 0.2793 -1.1282 -3.7315
H 2.0915 -1.8740 -2.3048
H 1.3398 -3.4695 -2.0208
Br -1.4294 2.6255 -0.0704
C 0.4430 2.1357 -0.4659
C 0.6009 0.6336 -0.3905
Br 2.5236 0.2305 -0.9138
H 1.0977 2.5878 0.2791
H 0.5642 2.4891 -1.4899
H 0.0656 0.0556 -1.1437
H 0.3578 0.1458 0.5535
Br -2.5925 -0.6844 5.7718
C -2.2497 0.2582 4.0819
C -1.4713 -0.7438 3.2690
Br -1.0144 0.0906 1.5075
H -1.5817 1.0726 4.3626
H -3.1643 0.5771 3.5821
H -1.9938 -1.6818 3.0812
H -0.5474 -0.7912 3.8453
Br 0.2443 1.7565 -3.8125
C -1.0001 0.3105 -3.1380
C -2.2616 0.9538 -2.4806
Br -3.4512 -0.1862 -1.4943
H -0.4805 -0.3414 -2.4358
H -1.2376 -0.3610 -3.9631
H -2.7742 1.5890 -3.2029
H -1.8216 1.6556 -1.7721

natural (NBO) population analysis, charges in e, atoms 1 to 6: Br 0.00; C -0.46; C -0.45; Br 0.01; H 0.17; H 0.24

=====

Record 2
Density functional theory data (the ωB97M-V functional and the def2-TZVPD basis) for C4H4N2O2 in the gas phase in a non-equilibrium geometry.

Properties
LUMO level = 0.0013 hartree
net charge = 0

Element x y z (Å)
C 1.7047 -1.4645 0.0517
C 0.1195 0.6282 -0.6717
C 2.3817 -0.3592 -0.1577
C -0.4314 -0.6490 -0.3085
N 0.3345 -1.6429 -0.0118
N -0.2486 1.7234 -0.0916
O 3.1028 0.5621 -0.2029
O -1.7578 -0.8868 -0.4401
H 2.2614 -2.3866 0.1572
H -0.9786 1.7985 0.6180
H 0.2111 2.5889 -0.3376
H -1.9017 -1.8314 -0.2986

natural (NBO) population analysis, charges in e, atoms 1 to 6: C -0.37; C 0.08; C 0.67; C 0.39; N -0.46; N -0.68

=====

Record 3
Density functional theory data (the ωB97M-V functional and the def2-TZVPD basis) for a 2-piece molecular cluster, C10H12O2 overall in a non-equilibrium geometry.

Properties
structure (SMILES) = CO/C(O)=C1/C=CC=CC1.C#C
LUMO level = 0.0256 hartree
net charge = 0

Element x y z (Å)
C 2.2788 -1.8849 0.2967
O 1.7671 -0.6415 -0.2766
C 0.7981 -0.1392 0.5761
O 1.2389 0.2236 1.8753
C -0.5392 -0.2584 0.3886
C -1.4548 0.0899 1.4995
C -2.7981 0.0778 1.2972
C -3.4217 -0.0245 0.0469
C -2.6722 -0.3107 -1.0137
C -1.2246 -0.3640 -0.9657
H 3.1614 -2.0551 -0.1829
H 1.5766 -2.7217 0.1430
H 2.5234 -1.6419 1.2745
H 2.1765 0.4483 1.7344
H -1.0956 0.1601 2.5152
H -3.5739 0.2654 2.0698
H -4.5585 -0.2547 -0.0861
H -3.2105 -0.4410 -2.0062
H -0.8121 -1.3166 -1.3821
H -0.7411 0.2425 -1.7067
C 3.2041 2.4826 -1.5820
C 2.0464 2.7089 -1.3835
H 4.0906 2.1237 -1.9890
H 1.2405 3.2311 -1.1424

natural (NBO) population analysis, charges in e, atoms 1 to 6: C -0.24; O -0.53; C 0.57; O -0.71; C -0.16; C -0.17

=====

Record 4
Density functional theory data (the ωB97M-V functional and the def2-TZVPD basis) for a 2-piece molecular cluster, CH5OS overall.

Properties
LUMO level = 0.1554 hartree
net charge = -1

Element x y z (Å)
S 0.1134 -1.2913 -2.3735
H 1.4395 -1.3418 -2.1221
C -0.2001 0.5463 1.0928
O -0.8760 0.5716 -0.1241
H 0.8525 0.8470 0.9776
H -0.1791 -0.4691 1.5188
H -0.6800 1.2191 1.8028
H -0.4702 -0.0819 -0.7722

natural (NBO) population analysis, charges in e, atoms 1 to 6: S -0.99; H 0.09; C -0.23; O -0.80; H 0.14; H 0.14

=====

Per-record energy above the lowest of the compared OMol25 structures with the same formula, charge and spin, kcal per mole: 234.0, 90.6, 124.8, 3.3
Per-record HOMO-LUMO gap, eV: 9.318, 7.825, 7.816, 7.127
Per-record highest occupied orbital energy, eV: -9.25, -7.79, -7.12, -2.90